93
Properties=species:S:1:pos:R:3:forces:R:3:lowdin_charge:R:1 method="wB97M-V/def2-TZVPD" homo_ev=-8.48 max_force_ha_per_bohr=0.0915
C 3.058 -1.274 -2.148 0.899 0.222 -0.586 -0.113
C 3.221 -0.870 -3.655 1.464 -1.053 -0.079 -0.227
O 2.021 -0.386 -4.301 0.038 1.077 1.323 -0.066
C 1.414 0.662 -3.645 -3.493 0.823 0.219 -0.153
C -0.057 0.699 -3.697 1.724 1.385 0.623 -0.105
C -0.922 -0.389 -4.421 -0.161 -0.420 0.805 -0.090
C -1.846 -1.046 -3.301 0.530 1.130 -0.631 -0.188
O -2.881 -1.891 -3.884 -0.222 0.326 1.614 -0.140
C -3.879 -2.062 -2.865 -0.284 -0.607 0.694 -0.101
C -5.102 -1.101 -3.042 -0.551 0.117 -0.326 -0.474
F -4.834 0.228 -2.786 -0.185 -1.678 -0.440 0.103
F -6.150 -1.446 -2.187 1.529 0.311 -1.144 0.078
F -5.571 -1.200 -4.332 0.422 0.322 1.676 0.113
C -0.791 1.852 -3.046 1.702 1.070 0.523 -0.019
C -0.172 2.971 -2.354 0.676 -2.555 -1.574 -0.102
C 1.335 2.949 -2.264 -1.378 -0.258 -0.400 -0.355
N 2.116 3.924 -1.626 0.512 -3.893 -2.592 -0.284
S 3.648 3.333 -1.903 -0.613 -0.201 -0.369 0.965
N 3.458 1.958 -2.790 -2.622 1.222 0.912 -0.248
C 2.082 1.791 -2.931 0.647 1.135 0.539 -0.228
H 3.016 -0.364 -1.486 -0.236 -1.075 -0.552 0.062
H 2.181 -1.958 -2.039 0.742 0.815 0.018 0.020
H 4.005 -1.846 -1.869 -1.393 0.710 -0.344 0.013
H 3.518 -1.814 -4.207 -0.651 1.082 0.366 0.130
H 4.057 -0.141 -3.853 -0.893 -0.654 0.535 0.109
H -1.543 0.048 -5.249 0.481 -0.216 0.895 0.130
H -0.307 -1.215 -4.879 -0.403 1.044 0.538 0.116
H -1.156 -1.601 -2.609 -0.842 0.165 -0.499 0.120
H -2.390 -0.250 -2.712 0.886 -0.671 -0.609 0.107
H -3.437 -1.918 -1.834 -0.586 -0.007 -1.054 0.150
H -4.294 -3.114 -2.857 0.388 1.124 -0.372 0.151
H -1.913 1.872 -3.111 1.313 -0.124 -0.029 0.113
H -0.803 3.793 -1.930 0.846 -0.968 -0.673 0.060
C 7.083 -2.369 -0.662 -0.030 0.040 0.079 -1.531
Cl 7.880 -2.282 0.913 -0.014 -0.013 -0.111 0.524
Cl 5.830 -3.616 -0.654 0.094 0.026 -0.021 0.536
Cl 6.400 -0.799 -1.101 0.164 -0.045 0.013 0.545
H 7.827 -2.638 -1.406 -0.099 0.034 0.094 0.014
C 0.359 4.864 1.797 -0.070 -0.205 -0.081 -1.483
Cl -1.148 5.467 2.504 0.158 0.024 -0.108 0.533
Cl 1.270 3.914 2.980 -0.005 0.114 0.003 0.544
Cl 0.023 3.909 0.348 -0.212 0.255 1.023 0.636
H 0.964 5.719 1.509 -0.059 -0.111 0.053 0.022
C 0.519 -1.944 0.895 0.290 0.150 -0.188 -1.542
Cl 1.837 -1.769 2.059 -0.687 -0.110 -0.530 0.502
Cl 0.251 -0.425 0.026 -0.068 -0.010 0.029 0.559
Cl 0.868 -3.257 -0.237 -0.170 -0.072 0.048 0.533
H -0.387 -2.190 1.436 0.092 0.136 -0.132 -0.067
C -2.373 -4.918 -5.732 -0.085 0.008 -0.013 -1.546
Cl -3.527 -5.823 -6.720 0.020 0.065 0.048 0.525
Cl -1.673 -5.961 -4.491 -0.047 0.102 -0.020 0.501
Cl -1.111 -4.210 -6.748 -0.043 0.001 0.106 0.525
H -2.905 -4.109 -5.239 0.122 -0.038 -0.071 -0.012
C -7.492 -3.898 0.102 -0.064 0.049 0.058 -1.542
Cl -6.407 -3.408 1.408 -0.190 -0.021 -0.278 0.493
Cl -6.943 -5.414 -0.625 0.009 0.099 -0.008 0.515
Cl -9.149 -4.058 0.695 0.083 0.028 -0.065 0.528
H -7.476 -3.127 -0.663 0.007 -0.103 0.092 -0.005
C -2.531 -5.095 2.522 -0.134 0.051 -0.091 -1.505
Cl -3.042 -5.836 1.001 0.028 0.025 0.100 0.530
Cl -0.956 -4.316 2.332 -0.173 -0.436 0.302 0.576
Cl -3.734 -3.927 3.078 0.277 -0.101 0.186 0.508
H -2.440 -5.877 3.270 0.012 0.111 -0.087 0.018
C 2.146 -8.102 -4.574 -0.053 -0.036 0.071 -1.545
Cl 3.301 -9.034 -3.614 -0.024 0.054 -0.084 0.518
Cl 0.683 -9.047 -4.874 0.091 0.069 -0.027 0.517
Cl 1.748 -6.582 -3.765 0.093 -0.047 -0.061 0.497
H 2.605 -7.870 -5.530 -0.062 -0.024 0.124 0.015
C 2.687 0.752 4.684 -0.013 0.078 0.109 -1.520
Cl 3.519 -0.671 4.054 0.619 0.282 0.562 0.491
Cl 1.172 0.283 5.468 0.006 0.030 -0.100 0.526
Cl 3.720 1.641 5.804 0.073 -0.352 -0.185 0.478
H 2.451 1.407 3.850 0.001 -0.122 0.064 -0.017
C 7.049 3.870 4.381 -0.067 -0.014 -0.065 -1.533
Cl 6.657 4.180 6.076 0.072 -0.037 -0.074 0.505
Cl 6.037 2.575 3.735 0.328 0.134 -0.169 0.503
Cl 6.865 5.343 3.421 0.050 -0.069 0.049 0.523
H 8.086 3.553 4.324 -0.132 0.046 0.006 0.014
C -2.981 5.333 5.875 -0.061 -0.146 0.314 -1.603
Cl -2.784 6.904 6.663 0.029 -0.052 -0.063 0.521
Cl -1.997 4.109 6.679 0.012 0.053 -0.084 0.522
Cl -4.685 4.858 5.858 0.122 -0.110 0.136 0.511
H -2.638 5.420 4.850 0.042 -0.115 0.173 -0.105
C -4.770 7.359 1.941 -0.066 -0.028 -0.068 -1.514
Cl -6.010 8.562 2.308 0.120 -0.053 -0.023 0.536
Cl -3.950 6.841 3.420 -0.252 0.460 -0.434 0.530
Cl -5.478 5.971 1.106 0.090 0.079 0.028 0.533
H -4.035 7.814 1.284 -0.084 -0.063 0.088 0.017
C 2.398 4.289 8.442 -0.152 0.047 -0.044 -1.528
Cl 3.569 5.143 7.430 -0.031 -0.073 0.062 0.508
Cl 1.284 5.432 9.204 0.071 -0.062 0.008 0.525
Cl 1.511 3.095 7.491 -0.250 0.254 0.351 0.478
H 2.940 3.768 9.225 -0.065 0.070 -0.100 0.017